1.
The following is a DFT calculation (the ωB97M-V functional and the def2-TZVPD basis) of an isolated molecule of C18H25BClN3O6S in a non-equilibrium geometry.

Summary:
- E_HOMO: -0.28634 Eh
- Frontier orbital gap: 7.4 eV
- Strongest force on any atom: 1.92 eV/Å
- Energy above the lowest of the compared OMol25 structures with the same formula, charge and spin: 37.61 kJ/mol
- Calculated total energy: -2199.7795 a.u.

```
! wB97M-V def2-TZVPD RIJCOSX def2/J DEFGRID3
* xyz 0 1
H -0.07 0.22 1.09
N 2.25 0.23 -0.26
C -2.40 3.15 -3.58
H -1.16 1.17 0.10
H 3.25 2.13 -1.20
H -0.54 -0.97 3.10
H 5.18 1.67 -0.43
B 0.06 -2.53 2.11
O -0.91 -2.18 -0.19
C -2.18 0.64 -2.27
H 4.14 -0.48 0.28
H 0.57 -4.43 2.90
N 0.36 -0.54 -1.39
H -2.15 -1.51 -2.25
C -1.61 2.13 -4.11
Cl 0.59 -1.68 -2.69
C -0.87 -0.85 -0.62
H 5.96 1.26 1.06
C 5.16 1.86 0.64
O -0.58 -4.82 0.07
O -4.17 0.18 1.47
H 2.94 -0.48 1.55
H -3.73 2.53 1.92
N 1.50 -1.97 0.06
H 5.41 2.89 0.87
S 1.99 1.69 -1.17
H 4.08 1.21 2.34
H -2.49 4.10 -4.08
C 3.34 0.10 0.72
O 0.29 -1.30 2.74
C 0.44 -4.17 0.21
C -0.29 -3.77 2.97
H -3.71 3.68 -1.98
C -2.99 1.66 -1.77
H -0.89 0.15 -3.94
H -1.17 -4.30 2.62
H 2.28 -2.15 0.67
C 0.24 -2.64 0.50
C -0.99 0.18 0.50
C -3.09 2.90 -2.40
H -0.37 -3.49 4.02
C 1.44 -0.79 -0.49
H -2.09 2.52 1.32
H -2.99 -0.76 -0.93
C -1.51 0.90 -3.47
C 3.85 1.42 1.30
H -1.09 2.31 -5.04
C -2.10 -0.69 -1.54
O 1.64 -4.50 0.24
O -2.01 -0.26 1.40
C -3.06 0.59 1.59
C -2.79 2.02 1.98
H -2.47 2.04 3.02
H -3.57 1.51 -0.87
H 3.09 2.19 1.31
*
```

***

2.
The following is a DFT calculation (the ωB97M-V functional and the def2-TZVPD basis) of a cluster of 2 separate species, C2H8Cl2N2Si in total in a non-equilibrium geometry.

Summary:
- E_HOMO: -0.34712 Eh
- Frontier orbital gap: 9.8 eV
- Strongest force on any atom: 4.78 eV/Å
- Energy above the lowest of the compared OMol25 structures with the same formula, charge and spin: 116.20 kJ/mol
- Calculated total energy: -1400.4018 a.u.

```
! wB97M-V def2-TZVPD RIJCOSX def2/J DEFGRID3
* xyz 0 1
H -0.36 2.08 -1.14
N 0.94 -0.90 1.62
C -1.18 -0.22 2.30
H -1.71 -1.20 2.13
C 0.06 2.12 -2.06
H 1.70 -0.70 1.01
H -0.37 2.98 -2.33
H 1.06 2.26 -1.84
H -2.00 0.52 1.99
Cl 0.43 0.26 -4.66
Cl -2.61 0.80 -3.28
H -0.20 -0.41 -1.85
N -0.01 -0.05 1.48
Si -0.55 0.53 -2.89
H -0.94 -0.24 3.36
*
```

***

3.
The following is a DFT calculation (the ωB97M-V functional and the def2-TZVPD basis) of a structure of composition C13H33F3O7Y in a non-equilibrium geometry.

Summary:
- E_HOMO: -0.44622 Eh
- Frontier orbital gap: 5.8 eV
- Strongest force on any atom: 6.31 eV/Å
- Energy above the lowest of the compared OMol25 structures with the same formula, charge and spin: 207.41 kJ/mol
- Calculated total energy: -1379.3967 a.u.

```
! wB97M-V def2-TZVPD RIJCOSX def2/J DEFGRID3
* xyz 1 1
H -3.03 4.38 -0.18
H -3.71 -0.37 -4.86
C 0.50 -4.53 1.08
H -0.14 -3.78 0.62
H -2.45 3.20 1.10
F 6.20 1.17 -0.95
H -0.10 -5.43 1.21
C -2.09 2.67 -0.94
H 1.71 0.63 -1.12
H -1.04 -0.16 0.42
H -4.31 1.73 2.73
H -3.15 -0.97 3.71
H 3.69 -0.15 -3.32
H -1.66 3.04 -1.88
H -0.73 -1.48 1.47
C 4.19 1.60 0.17
H 2.80 1.71 -1.98
C -0.22 -0.65 0.96
O 1.69 -4.90 0.36
O -2.32 1.28 2.77
C 2.90 -0.33 -2.59
H 1.95 -0.43 -3.14
H -1.34 1.91 -0.72
H 0.16 -3.74 3.07
C 5.73 1.54 0.24
F 6.24 2.75 0.51
C 2.73 0.72 -1.52
H 0.44 -1.15 0.24
C -2.44 -0.63 -3.39
H -0.94 -1.47 -2.09
O 0.46 0.26 1.75
H 3.01 -1.35 -2.22
H -1.74 0.57 2.47
H -1.01 -2.17 -3.73
H 2.14 -4.06 0.21
C 1.02 -3.95 2.42
F 6.18 0.71 1.19
H -3.24 -1.19 -2.89
H -4.04 0.23 4.69
H -4.87 -0.78 3.57
H -2.41 0.39 -2.98
Y 1.81 1.74 2.76
C -2.24 3.71 0.17
H 4.05 2.46 -0.50
O -1.04 4.50 0.33
H 1.61 -4.61 3.05
O -2.77 -0.53 -4.77
O 3.53 1.76 1.35
H -3.76 0.51 1.59
H 1.58 -3.07 2.10
H -1.07 5.04 -0.47
H -0.35 -0.53 -3.53
H -3.09 2.32 -1.20
C -3.70 0.83 2.63
C -1.08 -1.25 -3.15
C -3.94 -0.21 3.70
O 3.70 0.50 -0.51
*
```

***

4.
The following is a DFT calculation (the ωB97M-V functional and the def2-TZVPD basis) of an isolated molecule of C4H3NO in a non-equilibrium geometry.

Summary:
- E_HOMO: -0.40462 Eh
- Frontier orbital gap: 10.8 eV
- Strongest force on any atom: 2.33 eV/Å
- Energy above the lowest of the compared OMol25 structures with the same formula, charge and spin: 242.32 kJ/mol
- Calculated total energy: -284.0808 a.u.

```
! wB97M-V def2-TZVPD RIJCOSX def2/J DEFGRID3
* xyz 0 1
C 2.08 0.09 -0.32
H -0.93 1.75 0.14
C 0.88 0.02 -0.30
N -1.49 -1.62 1.32
O -1.27 1.09 -0.48
C -0.92 -0.62 1.15
H -0.92 -0.81 -0.95
C -0.56 -0.07 -0.22
H 3.14 0.17 -0.36
*
```

***

5.
The following is a DFT calculation (the ωB97M-V functional and the def2-TZVPD basis) of a cluster of 2 separate species, C7H18N3O2S in total in a non-equilibrium geometry.

Summary:
- E_HOMO: -0.45273 Eh
- Frontier orbital gap: 9.5 eV
- Strongest force on any atom: 3.77 eV/Å
- Energy above the lowest of the compared OMol25 structures with the same formula, charge and spin: 0.00 kJ/mol
- Calculated total energy: -990.1328 a.u.

```
! wB97M-V def2-TZVPD RIJCOSX def2/J DEFGRID3
* xyz 1 1
C 0.10 0.63 -1.93
H 0.43 1.00 0.59
O 0.77 1.77 1.06
H 0.23 -1.22 0.08
H -0.20 -2.28 1.84
H 1.60 2.65 3.03
C -0.67 -2.89 -0.90
H 3.28 2.94 2.46
H -1.07 -0.68 1.78
N -0.79 -1.62 -0.09
H -2.11 -1.09 -1.67
S 2.51 0.07 -0.46
C -1.08 -1.77 1.37
O 1.61 -0.79 0.41
H -1.97 2.10 0.25
C -1.75 -0.62 -0.74
H -0.26 -2.62 -1.85
C -0.99 0.67 -1.15
N 2.31 2.55 2.34
H -2.01 -2.23 1.54
H -2.59 -0.37 -0.14
H -1.77 -3.10 -1.12
H 0.51 1.51 -2.43
H -1.07 2.74 -1.15
H 3.74 -0.62 -0.11
C 2.08 1.89 1.23
H -2.61 1.99 -1.40
C -1.73 1.96 -0.83
N 3.04 1.40 0.49
H -0.15 -3.71 -0.35
H 0.61 -0.28 -2.17
*
```

***

6.
The following is a DFT calculation (the ωB97M-V functional and the def2-TZVPD basis) of a cluster of 2 separate species, C3H6F3OP in total in a non-equilibrium geometry.

Summary:
- E_HOMO (spin up / spin down): -0.29226 / -0.29228 Eh
- Frontier orbital gap (spin up / spin down): 5.8 / 5.8 eV
- Strongest force on any atom: 2.08 eV/Å
- Energy above the lowest of the compared OMol25 structures with the same formula, charge and spin: 145.95 kJ/mol
- Calculated total energy: -833.9933 a.u.

```
! wB97M-V def2-TZVPD RIJCOSX def2/J DEFGRID3
* xyz 0 1
H 0.69 -1.17 2.15
O -1.97 0.13 1.56
H -1.92 -1.66 -0.97
P -0.90 -0.16 0.61
C 0.28 -1.45 1.18
H -0.28 -2.38 1.29
F 1.85 1.97 -1.71
C 1.63 2.18 -0.40
H -0.69 -0.66 -1.78
H 1.09 -1.57 0.46
C -1.50 -0.66 -1.07
F 2.77 1.96 0.28
F 1.24 3.45 -0.21
H -2.28 0.03 -1.39
*
```

***

7.
The following is a DFT calculation (the ωB97M-V functional and the def2-TZVPD basis) of a structure of composition C30H99N3NbO16 in a non-equilibrium geometry.

Summary:
- E_HOMO: -0.15920 Eh
- Frontier orbital gap: 6.1 eV
- Strongest force on any atom: 4.35 eV/Å
- Calculated total energy: -2627.0401 a.u.

```
! wB97M-V def2-TZVPD RIJCOSX def2/J DEFGRID3
* xyz -1 1
C -4.47 6.58 -5.60
H -3.49 -1.35 2.73
C -6.26 0.22 -3.05
H -10.95 1.16 -3.17
O -5.49 6.49 -0.09
H 3.04 0.69 -2.91
C -2.34 4.61 -3.28
C 2.25 -7.27 -0.14
O -3.44 7.52 -5.95
H -4.80 -0.31 0.29
N 3.15 3.60 1.04
H -5.33 6.71 -6.25
H -4.67 -2.50 2.06
O 3.37 -7.98 -0.67
H -3.74 5.45 -0.06
O 5.15 -3.44 6.07
C -1.45 0.62 -1.56
H -9.55 -1.28 -3.44
H 12.63 -7.48 -2.24
H 2.27 -7.26 0.95
H -10.72 -0.02 -1.86
C 12.14 -7.80 -1.32
H 5.53 -4.25 6.42
H 1.90 2.25 2.32
H -10.98 9.65 -3.32
C 5.08 -9.17 6.68
O -10.45 11.01 -1.83
H 5.66 -2.68 -0.49
H -7.33 0.35 -2.93
N 2.09 1.58 1.59
H -4.84 -2.82 -0.15
H 1.82 -1.89 -0.54
H -1.86 -0.97 0.44
C -3.98 -2.17 -0.36
H 4.68 -5.46 4.45
O 6.53 -4.89 -0.67
C -2.65 2.22 0.01
H 5.01 -0.73 2.21
H -4.75 6.78 -4.57
H 0.73 1.57 -3.17
H 4.91 2.24 0.37
N 4.19 1.53 0.36
H -1.35 1.55 -2.11
H 3.64 -0.68 4.01
H 1.31 -7.72 -0.49
H 2.31 -6.25 -0.51
O 8.54 -5.56 1.57
H 3.33 -8.89 -0.37
O 12.30 -6.83 -0.29
H 13.24 -6.72 -0.12
H 2.73 -0.73 0.41
H -6.54 9.67 -2.21
H 9.05 -4.77 1.74
C -10.83 0.10 -2.94
H 6.31 -6.96 -0.59
O -5.58 1.47 -3.06
C -11.25 10.65 -2.96
H -5.74 1.89 -2.21
C -4.63 5.56 0.56
C 5.78 -6.04 -0.32
H 0.97 -0.89 -3.01
C -2.65 -0.23 0.55
H 4.84 -3.57 1.37
C 4.72 -1.74 2.48
H 1.18 2.88 -0.55
H 3.62 -2.46 4.19
H -5.11 4.58 0.65
H 3.32 -2.75 1.16
C 2.11 2.33 -0.78
O -5.61 7.89 -2.72
C 3.86 -1.72 -1.16
H 4.25 -1.75 6.75
H -2.51 0.27 1.51
H 5.66 -6.09 3.10
H -4.09 5.56 -5.68
H -2.67 5.52 -3.78
H -5.40 9.72 -3.58
H 4.84 -6.01 -0.86
H 4.30 -1.03 -1.89
C 4.67 -2.66 7.16
H 10.12 -6.43 0.52
H -11.14 11.37 -3.77
H -3.19 3.94 -3.16
H -3.07 -2.76 -0.23
H 4.87 -7.21 4.23
H -1.05 5.49 -2.12
H 8.88 -7.53 1.16
O -0.26 0.39 -0.80
H -1.58 4.11 -3.89
H -4.06 -1.83 -1.39
H -9.53 11.01 -2.11
H 3.77 3.55 1.84
H -8.64 8.06 -1.47
C -5.58 9.30 -2.59
H -6.29 6.59 0.44
O 3.61 -6.32 2.89
H -8.45 7.87 0.28
H -9.88 8.72 -0.37
H 4.90 -9.08 7.75
H 3.59 4.13 0.30
H -3.55 0.71 -1.20
H 4.24 1.11 -0.56
C 4.93 -1.97 -0.08
H -3.19 7.34 -6.86
H 7.36 -4.93 -0.18
H 5.57 -6.05 0.76
C -4.34 -1.46 2.06
C -8.81 8.54 -0.50
H -4.34 5.92 1.55
C 4.39 -2.58 1.23
H -5.75 7.50 -1.84
H 4.12 -9.11 6.16
C 3.55 -1.64 3.49
H 5.48 -1.05 0.08
O -1.81 4.90 -1.99
H -8.23 10.17 0.37
C -2.64 0.80 -0.60
H 3.90 -3.20 7.72
O -9.67 -0.34 -3.63
C 4.77 -6.26 3.71
H 6.74 -8.16 6.65
H -4.78 9.61 -1.92
H 5.53 -10.15 6.47
C 2.88 2.21 0.53
H 11.08 -7.92 -1.50
H 3.53 -5.48 2.43
H -1.61 -0.22 -2.24
H -12.28 10.64 -2.64
O 5.89 -8.11 6.19
C 9.46 -6.63 1.36
H 10.07 -6.79 2.26
C 2.54 -1.06 -0.62
H 1.23 1.20 1.22
Nb 1.51 0.47 -1.92
H -1.79 2.36 0.67
H -6.07 -0.26 -4.01
H -5.87 -0.43 -2.26
H -3.58 2.39 0.56
H 12.55 -8.77 -1.01
C -4.01 -0.98 0.62
H 2.69 3.00 -1.44
H -2.56 2.96 -0.79
H 5.57 -2.18 3.02
H -5.14 -0.85 2.47
O -8.08 9.76 -0.48
H 2.58 -1.61 2.98
H -11.72 -0.43 -3.28
H 5.49 -2.39 7.84
H 3.64 -2.63 -1.72
*
```

***

8.
The following is a DFT calculation (the ωB97M-V functional and the def2-TZVPD basis) of a cluster of 2 separate species, C5H16N2O in total in a non-equilibrium geometry.

Summary:
- E_HOMO: -0.30233 Eh
- Frontier orbital gap: 8.9 eV
- Strongest force on any atom: 1.95 eV/Å
- Energy above the lowest of the compared OMol25 structures with the same formula, charge and spin: 85.98 kJ/mol
- Calculated total energy: -384.8253 a.u.

```
! wB97M-V def2-TZVPD RIJCOSX def2/J DEFGRID3
* xyz 0 1
H 1.21 3.09 -0.68
H 2.38 -1.73 0.89
H 0.18 0.61 -0.78
C -0.49 -0.91 0.50
H -1.47 1.25 1.16
C 0.21 0.44 0.29
H -2.15 -1.26 -2.64
H -0.31 -3.01 0.17
N 0.20 3.22 -0.62
O -1.45 -0.64 -2.76
H 1.23 0.34 0.69
N -0.50 1.46 1.06
H -0.90 -0.99 1.50
C 0.34 -2.14 0.18
H 0.68 -2.02 -0.86
H 1.34 -2.42 2.13
C -0.29 2.91 0.69
H 0.28 3.33 1.50
H 1.86 -3.44 0.82
H -0.26 2.70 -1.34
H -0.96 -0.90 -3.55
H -1.31 3.31 0.78
H -1.35 -0.80 -0.18
C 1.55 -2.42 1.06
*
```